Entry 1:
Entry from the Open Molecules 2025 dataset: a cluster of 18 separate species, C98H222N10O18 in total (ωB97M-V with the def2-TZVPD basis set).

Geometry as ORCA input:
```
! wB97M-V def2-TZVPD RIJCOSX def2/J DEFGRID3
* xyz 0 1
C -0.455 2.295 -1.499
H 3.610 2.235 -3.551
H -2.023 5.987 -3.261
H -5.833 -1.205 2.289
H 5.978 3.721 1.866
C 4.143 -2.425 -3.289
H -5.755 -2.655 0.089
C 6.202 6.161 3.386
C -7.164 0.731 -6.876
H 1.311 -4.649 -5.131
H -0.855 6.729 -0.219
H -6.230 0.546 -7.404
H -0.184 7.383 -7.450
H -0.245 4.523 -4.203
H 4.655 1.923 -1.548
H -3.303 -1.123 6.800
H -8.336 -2.841 -4.804
H 5.115 -3.996 -6.216
H 0.191 -1.685 4.869
N -6.024 -0.527 -5.184
O 6.585 -2.174 0.186
H 1.543 0.609 1.242
H 7.662 -1.900 -2.245
H -4.135 5.920 -7.404
H 5.792 -4.286 -4.620
H -0.590 3.291 0.405
H 5.253 6.517 1.391
H 1.267 0.535 4.381
H 7.492 -2.141 -0.114
C 0.612 0.157 0.881
C 1.632 -0.708 6.098
H -3.749 3.140 -5.260
H 5.742 1.204 3.074
C 5.883 3.294 4.896
H 4.703 -3.391 1.446
C 6.219 -2.332 -5.405
H -3.711 7.042 -5.530
H 1.612 -6.688 3.521
C 3.575 2.084 -1.635
H -1.192 7.228 3.065
H -0.454 -6.754 -7.976
H 0.680 5.843 -7.509
H 6.870 5.386 2.985
H 0.389 2.393 2.576
N 5.164 -1.356 -3.439
H 5.309 2.403 5.168
H 3.115 5.714 0.708
C -1.167 -4.955 2.319
C -6.177 -2.964 -5.067
H -0.203 7.601 -4.340
H 0.962 -4.541 -3.386
H 7.237 -3.387 -3.129
C 5.006 6.229 2.419
H 5.728 -1.216 -1.538
H 0.824 -2.682 6.238
H -4.955 4.780 -6.318
H 6.500 5.770 5.528
C -3.508 0.211 5.080
H -2.005 -0.542 -2.700
H 8.479 -2.336 -3.752
C 0.983 -6.325 2.706
H 4.014 -0.980 2.161
C 0.466 -0.099 6.880
H -3.647 -1.914 5.232
H 0.051 5.458 6.318
H 1.003 2.544 0.111
H -2.008 3.167 -5.220
H 0.003 -0.955 7.396
H -1.797 -7.258 -4.041
H -2.223 1.779 -2.656
H -1.532 -3.438 3.896
C 0.349 6.637 -6.847
H -1.650 5.172 2.378
H -2.646 -6.440 2.125
H -7.508 -1.884 -3.087
C 1.077 -1.956 5.458
H -4.742 -4.087 -0.205
C 0.727 -6.468 -4.229
C 5.297 -3.521 -5.245
C -0.721 -4.467 -4.673
C 7.424 -3.799 2.348
H -3.891 -0.818 -3.938
C -4.258 -1.844 -4.070
H -1.367 2.542 2.380
H 5.286 -4.036 -2.432
H -8.318 1.074 -4.467
H 3.236 2.653 -0.771
C 5.918 -0.709 4.086
C 6.588 0.628 0.616
O -6.182 -4.432 1.115
N -6.095 -1.028 4.930
H 4.433 2.891 1.582
H -0.702 1.039 3.012
H 0.615 1.753 -7.289
H 2.308 5.912 2.286
C -5.780 -0.331 7.391
H -0.045 -2.492 -4.329
O -0.126 1.897 -6.706
H -5.467 -3.023 -5.900
H -7.816 -3.729 -6.225
C 4.949 3.856 1.522
C -5.504 -2.711 6.628
H 1.232 7.079 -6.373
C 2.890 5.233 1.666
O -2.477 -4.759 -6.348
H 6.427 0.434 -0.448
C 1.738 -5.229 1.991
H 4.168 -0.807 0.414
C -6.507 1.398 4.384
H 3.529 1.535 7.150
C -1.655 -0.579 -1.667
O -1.145 -3.344 0.540
H 1.321 -0.648 9.314
H -1.279 -8.244 -7.463
H -2.438 0.233 4.851
C 4.917 4.519 4.851
H -8.722 -1.554 -6.973
H -2.917 3.828 -3.850
H 4.303 1.508 8.741
N 6.727 -1.620 1.563
C -0.486 1.242 0.875
H -4.151 -0.523 -0.451
H -2.688 -4.432 -3.824
H 2.145 0.866 9.743
C 4.436 -0.364 1.378
C -8.482 0.067 -4.869
C -2.894 3.742 -4.946
C -0.517 6.015 -5.785
C 1.863 0.223 8.904
H -4.699 -3.078 7.283
H 4.266 -2.775 3.041
H 0.799 -0.108 -0.173
H 2.666 -5.661 1.579
H 3.108 1.091 -1.631
H -1.522 -6.531 0.768
C 0.653 -5.002 -4.336
H 6.775 7.093 3.394
H 0.766 4.271 -5.588
H -6.767 -0.645 7.749
C 4.072 4.548 6.141
C -6.418 -0.355 2.639
H 2.290 4.340 1.483
C -2.113 -7.386 -5.069
H 1.117 -6.858 -6.299
C -2.934 5.070 -5.788
O -5.612 0.676 -4.470
C -2.084 -4.062 3.183
H -2.744 -5.246 0.868
H -5.621 -3.338 5.727
O 3.852 -1.620 6.379
H 7.332 -4.439 1.465
C 0.358 -7.092 -5.537
H -2.287 -4.247 -7.140
C -0.178 0.980 -5.655
C -2.243 0.594 -0.909
H -3.948 6.021 1.726
H -0.410 5.809 -1.667
H -6.422 -4.183 2.011
C -5.339 -1.186 6.192
H -1.199 -2.431 0.841
H -0.049 -5.077 -0.909
H 5.046 -4.341 2.908
H -2.026 -8.460 -5.277
H 7.378 0.363 -3.587
C 6.385 -2.662 2.556
H 0.413 6.640 3.523
C 3.122 -0.283 8.249
H -2.852 -0.221 1.850
H 0.052 4.271 4.092
C -7.352 -0.345 -5.786
H 6.353 -2.815 4.624
C -0.523 1.854 2.299
H -6.094 -2.509 -2.262
H -7.983 0.636 -7.612
H -7.451 -0.678 2.701
O 0.653 4.081 4.826
H 2.711 -3.715 0.082
H -2.547 7.652 -3.485
H -0.455 -0.007 -6.052
C -6.451 -1.712 -2.917
C -5.810 3.183 -2.443
H -8.712 -0.626 -4.055
H 6.574 3.486 5.719
H 2.963 -0.055 4.457
H 0.037 6.941 1.826
C -5.766 -1.748 -4.257
H 4.692 -1.667 8.680
C -0.365 6.577 2.766
C 0.960 -4.543 0.893
H -1.570 -5.500 -2.950
H -4.189 0.460 -1.917
H 3.551 -4.096 -2.099
C 1.767 -3.319 0.445
O 3.316 2.799 -2.840
H -4.786 2.945 -2.139
H -5.843 0.719 7.118
H -2.525 2.669 -1.162
O -2.161 -0.440 1.216
H -0.878 3.642 -6.865
H 6.315 -0.250 4.998
H 0.519 5.625 -0.135
H 7.389 -4.405 3.251
H 2.676 -1.017 -3.734
H 7.737 -1.858 4.020
H 1.819 -2.395 4.783
C -1.296 -7.152 -7.402
C 7.520 -2.339 -3.237
H -0.269 0.328 6.186
O 5.305 -0.652 -2.217
H -1.933 -1.553 -1.251
H 2.054 -2.529 -3.034
C 4.005 0.895 7.885
H 1.686 -5.446 -0.842
C -1.107 -6.712 -5.965
H 0.796 -7.193 2.058
O -0.734 5.207 2.678
N -1.092 -5.222 -5.929
H -2.977 3.552 0.799
H -0.570 -0.508 -1.679
C 6.303 0.265 3.005
C -7.598 -2.850 -5.616
H 1.743 -6.780 -3.955
H 3.170 -1.934 9.579
C -5.284 -3.528 0.555
C -0.088 2.409 -0.027
H 2.784 -1.293 -1.935
C -3.322 6.230 -4.895
H -1.574 -2.458 -5.189
H -4.079 -2.392 -3.138
H 0.134 1.472 -1.934
H -2.229 -6.780 -7.830
H 4.901 0.479 7.414
O -3.295 5.357 1.510
H -4.543 -3.180 1.289
N -1.702 5.425 -6.470
H 3.494 5.465 6.235
H 0.416 -0.762 1.439
H 0.008 1.221 8.523
H 1.345 1.778 7.505
C 4.412 -3.425 -2.200
H -2.608 -3.413 2.479
H 2.026 -4.443 2.711
H -7.336 2.092 -1.543
H -1.406 7.869 -5.595
H 5.684 -1.564 -5.967
H -6.049 -3.866 -4.448
H 4.782 4.500 6.974
H 4.240 -0.558 9.979
H -5.063 -0.386 8.216
C -0.626 -2.987 -5.116
H 0.522 -6.515 -0.002
C 5.962 -0.306 1.624
H 3.293 -3.960 -4.469
C 6.656 -2.038 3.914
H 4.577 -2.945 -1.226
H -3.848 4.160 -7.575
H -6.986 -1.756 -7.357
N 2.636 -1.161 7.103
H -6.159 2.159 3.671
C 3.853 -1.181 9.172
H -6.356 -0.756 -2.388
H 4.849 -0.832 4.247
C -3.836 4.233 0.869
H 0.707 0.906 -5.025
H 0.081 -6.795 -3.402
H -0.921 -6.575 3.683
C -0.017 6.336 -0.785
C -1.023 7.123 -4.893
H 2.321 3.497 4.061
N 3.918 4.540 3.753
H -0.006 -5.115 4.085
H -1.423 -3.758 -2.752
N -1.834 0.820 0.514
O -6.666 2.028 -2.230
H -6.167 4.037 -1.881
H 6.490 3.100 4.000
C -1.890 1.892 -1.619
H 0.807 3.917 6.765
H 1.297 -2.690 -0.314
C -4.027 4.975 -6.868
C -5.852 0.078 3.994
H -7.808 -0.384 5.676
H 2.370 1.176 5.562
H -5.830 3.413 -3.509
C 2.830 -1.755 -2.935
O 3.197 3.244 3.730
C 0.100 4.392 6.088
H 3.509 -2.410 -5.279
H 4.991 4.174 0.474
C -7.710 -1.646 -6.538
H -4.083 -0.667 3.251
H -3.741 1.119 5.658
H -1.030 1.292 -5.040
C 0.373 5.047 -4.931
C 5.706 5.817 4.774
C 2.100 0.264 5.039
O -1.267 4.384 -7.360
H -4.251 4.383 -0.134
H 6.200 1.619 0.828
H -0.052 -2.900 -6.046
H -6.159 1.725 5.367
H -6.206 0.815 -3.722
C -3.873 -1.032 5.855
H -0.202 3.183 -2.090
C 5.022 -3.332 2.485
C 7.148 -0.268 -4.449
H -4.553 3.724 1.522
H 7.371 0.509 3.161
H -7.598 1.391 4.389
O -7.512 -1.159 5.177
C -2.040 -5.846 1.440
C 6.488 -1.625 -4.093
H -6.335 0.436 1.894
H 5.037 6.630 5.081
C -2.229 6.756 -4.026
H 1.222 5.481 -4.397
C 0.745 -5.484 -0.284
H 1.596 7.145 -1.559
C -1.658 -4.553 -3.481
H 6.504 0.301 -5.115
C 3.989 -3.137 -4.610
H -3.743 -2.370 -4.878
H -4.219 1.270 -0.337
H 8.073 -0.461 -4.990
H -4.187 5.859 -4.311
H 7.152 -2.538 -5.952
C 0.895 0.888 7.965
H -3.149 -7.087 -5.198
H -4.169 1.113 3.136
H 1.985 -2.736 1.349
H 3.418 3.681 6.207
H 8.374 -3.266 2.344
H -0.889 3.928 6.281
H -9.356 0.131 -5.513
H -2.851 -4.639 3.715
C -4.329 0.255 3.804
H 0.361 -8.181 -5.408
H 3.991 0.631 1.476
H 3.860 -2.572 6.541
H -7.157 1.764 -6.514
H 7.669 0.638 0.814
C 4.216 4.913 2.360
H 4.269 6.962 2.773
C -3.793 0.414 -0.890
C -0.293 -5.779 3.264
O 0.848 7.455 -1.041
H -6.459 -2.751 7.157
N -0.241 -4.051 1.611
*
```

As for the lowest unoccupied orbital energy: -0.033 eV. The largest force on an atom comes out at 3.2 eV Å⁻¹. The calculation puts the HOMO energy at -8.088 eV. For the energy, the calculation gives -5768.5785 Eh. The energy above the lowest of the compared OMol25 structures with the same formula, charge and spin comes out at 0.0 kJ/mol.

=====

Entry 2:
Entry from the Open Molecules 2025 dataset: a structure of composition C13H32Ta (ωB97M-V with the def2-TZVPD basis set).

Geometry as ORCA input:
```
! wB97M-V def2-TZVPD RIJCOSX def2/J DEFGRID3
* xyz -1 1
H -0.241 -0.768 1.193
C -0.438 -2.418 -1.943
H -2.432 -0.732 -3.594
C -2.878 -0.028 -2.903
H 3.042 3.509 0.111
H 0.530 -0.729 -0.958
H -2.352 -3.311 -1.941
H 2.165 1.465 -1.382
H 1.589 -1.910 -1.608
C 0.723 1.331 3.110
H 0.388 -1.940 2.358
Ta 1.592 3.212 -1.014
H 0.945 4.940 -0.765
H -1.624 -3.340 -0.378
H 2.636 3.805 -2.435
C 0.844 -2.419 0.321
H -0.055 -3.353 -2.347
H 0.749 1.722 4.128
H 2.020 0.171 0.926
C 0.607 -1.399 1.438
H -0.109 1.479 0.597
H -0.522 3.161 0.795
C -1.758 -2.716 -1.252
H 2.087 2.617 2.047
H 2.686 0.457 3.452
H -0.622 -1.792 -2.806
H 0.252 -3.314 0.483
H -3.648 -1.709 -1.094
H -0.271 0.933 2.939
C 1.018 2.504 2.164
H 0.675 3.409 2.662
H 1.879 -2.728 0.409
H 0.140 2.885 -2.123
C -2.295 -0.157 -1.499
H -2.692 0.983 -3.244
C 0.653 -1.796 -1.076
H -3.958 -0.140 -2.854
C 0.313 2.461 0.781
H -1.239 0.081 -1.522
H -2.757 0.625 -0.903
C -2.616 -1.484 -0.834
C 1.714 0.164 3.068
C 1.832 -0.536 1.728
H -2.601 -1.406 0.249
H 1.334 -0.590 3.759
H 2.693 -1.200 1.756
*
```

As for the lowest unoccupied orbital energy: 3.096 eV. The largest force on an atom comes out at 1.3 eV Å⁻¹. The calculation puts the HOMO energy at -4.633 eV. For the energy, the calculation gives -571.3159 Eh. The energy above the lowest of the compared OMol25 structures with the same formula, charge and spin comes out at 0.0 kJ/mol.

=====

Entry 3:
Entry from the Open Molecules 2025 dataset: a structure of composition C5H7NO (ωB97M-V with the def2-TZVPD basis set).

Geometry as ORCA input:
```
! wB97M-V def2-TZVPD RIJCOSX def2/J DEFGRID3
* xyz 0 1
O 1.615 0.240 -0.580
H -0.396 1.262 1.651
H -0.848 -1.636 -1.121
C 0.326 -0.044 -0.040
H 2.715 1.319 -1.668
H -1.157 1.645 0.049
C 0.000 -1.045 1.057
H -1.404 0.059 -1.469
N -1.354 -0.462 0.672
H 0.299 -0.813 2.083
C 1.643 1.297 -1.351
H 0.097 -2.111 0.834
C -0.651 0.891 0.655
C -0.885 -0.601 -0.771
*
```

As for the lowest unoccupied orbital energy: 0.609 eV. The largest force on an atom comes out at 0.6 eV Å⁻¹. The calculation puts the HOMO energy at -8.842 eV. For the energy, the calculation gives -324.5022 Eh. The energy above the lowest of the compared OMol25 structures with the same formula, charge and spin comes out at 583.5 kJ/mol.

=====

Entry 4:
Entry from the Open Molecules 2025 dataset: a structure of composition C29H28BrCl2GaIO19P2 (ωB97M-V with the def2-TZVPD basis set).

Geometry as ORCA input:
```
! wB97M-V def2-TZVPD RIJCOSX def2/J DEFGRID3
* xyz -1 1
C -3.593 5.081 1.340
H 10.278 -3.978 5.933
O -5.131 3.309 -9.552
O 7.032 -2.913 2.900
C 5.268 -0.399 -0.886
C 0.477 -4.268 1.695
C 9.277 -3.602 5.776
O 2.626 -2.245 1.753
C 7.410 -2.981 4.172
O -2.566 -3.309 0.155
Cl -4.234 5.370 -0.313
C -3.467 5.102 -6.297
C 4.844 -1.940 1.083
H -4.775 -1.628 -1.226
H 0.047 -7.922 1.142
O 8.873 -3.257 8.057
C 7.100 -2.695 6.554
O 6.193 0.153 -1.671
C -0.511 -3.499 1.225
H -2.634 -5.934 -0.143
H 3.570 0.500 -1.789
P -6.509 2.575 0.004
Br -3.897 1.335 -3.293
H 5.237 -2.589 1.851
C 3.960 -0.159 -1.027
H -1.302 -1.828 0.925
H -0.911 2.180 -0.770
C -1.710 -4.077 0.536
C -0.785 -6.294 0.837
H -6.764 1.087 1.562
H 8.115 -2.923 8.576
O 9.444 -3.872 3.441
C 3.001 -0.799 -0.131
C -3.426 3.607 1.693
H 1.755 -1.905 1.447
H -4.317 5.492 2.026
O -3.993 0.557 1.215
C -2.281 5.840 1.531
C -1.773 -5.526 0.367
O -2.980 7.016 -7.645
C -5.043 -0.826 -0.542
H 5.625 -2.206 5.026
C -3.516 5.800 -7.626
H -4.034 3.281 -5.228
I -7.343 4.390 1.490
H 7.050 -0.193 -1.354
O -0.779 -7.622 0.715
H -2.661 7.174 -6.733
H 7.785 -3.250 2.374
O -5.163 1.998 -7.249
C 8.489 -3.213 6.785
C -4.058 3.774 -6.193
H -2.176 6.068 2.584
C 5.794 -1.320 0.173
H -2.304 6.734 0.916
C -3.856 -0.543 0.353
C 0.404 -5.713 1.546
O 1.802 -0.637 -0.213
O 1.257 -6.479 1.961
H -1.448 5.233 1.198
O -1.429 1.590 -1.343
C 8.791 -3.524 4.406
H 1.335 -3.867 2.199
C -4.632 3.894 -8.607
H -5.477 1.830 -8.157
Cl -4.205 3.244 3.293
H -4.099 5.723 -9.667
C 6.621 -2.596 5.183
O -7.197 1.219 0.701
C -4.061 5.230 -8.706
O 6.999 -1.506 0.224
C 3.533 -1.701 0.946
O -0.485 -2.176 1.342
P -2.866 2.455 -1.604
O 6.438 -2.378 7.524
C -4.606 3.207 -7.274
H -3.745 -1.421 0.990
O -2.937 5.685 -5.372
Ga -4.171 2.222 0.374
H -2.380 3.405 1.870
H -5.363 0.027 -1.133
H -2.938 -0.503 -0.249
H -5.899 -1.172 0.027
*
```

As for the lowest unoccupied orbital energy: -0.536 eV. The largest force on an atom comes out at 1.0 eV Å⁻¹. The calculation puts the HOMO energy at -4.448 eV. For the energy, the calculation gives -8951.1785 Eh.

=====

> The lowest lowest unoccupied orbital energy belongs to which entry?

C29H28BrCl2GaIO19P2